Entry 1:
Density functional theory data (wB97M-V/def2-TZVPD) for the molecule CH3ClN2S.

Geometry (Å):
C: 0.128 -0.556 -0.785
N: -0.843 0.217 -0.875
N: 0.411 0.584 1.640
S: 1.124 -0.584 0.652
Cl: 0.680 -1.712 -1.990
H: -1.394 0.202 -1.724
H: -0.546 0.345 1.870
H: 0.439 1.503 1.212

## Properties
HOMO-LUMO gap in eV: 10.5
HOMO in eV: -9.6
SMILES: [H]/N=C(\Cl)SN

So, what does the Löwdin scheme give us? The charges, in e, come out as: atom 1 (C): -1.187, atom 2 (N): 0.022, atom 3 (N): -0.347, atom 4 (S): 0.821, atom 5 (Cl): 0.574, atom 6 (H): 0.056, atom 7 (H): 0.030, atom 8 (H): 0.030


Entry 2:
Density functional theory data (wB97M-V/def2-TZVPD) for the molecule C4H8N4.

Geometry (Å):
C: 0.634 -0.309 -0.029
C: 0.201 -1.145 1.115
C: -0.567 -1.216 -0.172
C: 0.073 1.044 -0.008
H: 1.761 -0.878 -1.637
H: 2.565 -1.152 -0.103
H: -0.579 -0.756 1.877
H: 0.957 -1.917 1.394
H: -0.412 -2.131 -0.656
H: -2.165 -0.650 -1.148
H: -2.039 1.609 0.123
H: 1.682 1.622 0.428
N: 1.834 -0.485 -0.671
N: -1.786 -0.475 -0.219
N: -1.355 0.904 -0.225
N: 0.762 2.058 0.299

## Properties
HOMO-LUMO gap in eV: 8.9
HOMO in eV: -8.1
SMILES: [H]/N=C1/NN[C@@H]2C[C@]12N

So, what does the Löwdin scheme give us? The charges, in e, come out as: atom 1 (C): -0.532, atom 2 (C): -0.025, atom 3 (C): -0.256, atom 4 (C): -0.386, atom 5 (H): 0.107, atom 6 (H): 0.163, atom 7 (H): 0.154, atom 8 (H): 0.118, atom 9 (H): 0.128, atom 10 (H): 0.113, atom 11 (H): 0.149, atom 12 (H): 0.043, atom 13 (N): 0.071, atom 14 (N): -0.010, atom 15 (N): 0.035, atom 16 (N): 0.128


Entry 3:
Density functional theory data (wB97M-V/def2-TZVPD) for a structure of composition C5H9CeO4.

Geometry (Å):
O: -0.673 -1.853 1.685
C: -1.529 -2.757 1.544
C: -2.189 -3.003 0.306
H: -1.855 -3.311 2.438
H: -3.268 -3.159 0.291
H: -1.572 -3.160 -0.588
O: -1.129 -0.111 -1.275
O: 2.073 0.670 0.020
C: 2.275 1.826 -0.717
C: 1.225 1.981 -1.817
O: -0.065 1.904 -1.206
C: -1.080 1.104 -1.878
Ce: 0.165 -0.028 0.353
H: 3.267 1.840 -1.211
H: 2.237 2.732 -0.078
H: 1.330 1.156 -2.543
H: 1.329 2.940 -2.350
H: -2.015 1.680 -1.758
H: -0.816 1.057 -2.952

## Properties
Net charge: +1
HOMO-LUMO gap (spin up / spin down) in eV: 8.8 / 7.5
2S+1: 3
HOMO (spin up / spin down) in eV: -12.6 / -13.4

So, what does the Löwdin scheme give us? The charges, in e, come out as: atom 1 (O): -0.153, atom 2 (C): -0.219, atom 3 (C): 0.185, atom 4 (H): 0.148, atom 5 (H): 0.100, atom 6 (H): 0.106, atom 7 (O): -0.334, atom 8 (O): -0.393, atom 9 (C): -0.279, atom 10 (C): -0.169, atom 11 (O): -0.215, atom 12 (C): -0.318, atom 13 (Ce): 1.683, atom 14 (H): 0.140, atom 15 (H): 0.136, atom 16 (H): 0.143, atom 17 (H): 0.147, atom 18 (H): 0.146, atom 19 (H): 0.147


Entry 4:
Density functional theory data (wB97M-V/def2-TZVPD) for a cluster of 5 separate species, C2H15N2O4 in total.

Geometry (Å):
C: -1.628 2.548 -0.920
N: -0.817 1.654 -0.042
C: 0.333 0.979 -0.381
N: 1.138 0.791 0.646
H: -1.296 3.530 -0.763
H: -2.598 2.438 -0.592
H: -1.451 2.510 -2.024
H: -1.233 1.515 0.933
H: 0.478 0.936 -1.518
H: 0.738 0.761 1.609
H: 1.872 0.141 0.609
H: -0.208 -0.578 2.940
H: -0.230 0.786 3.791
O: -0.194 0.412 2.844
H: 4.099 -1.406 -1.131
H: 3.092 -2.629 -0.742
O: 3.147 -1.753 -1.219
H: -0.197 -2.264 -1.322
H: 0.684 -2.007 -2.453
O: 0.249 -1.529 -1.724
H: -1.892 -1.494 0.231
H: -2.425 -3.006 0.665
O: -1.660 -2.336 0.562

## Properties
HOMO-LUMO gap (spin up / spin down) in eV: 3.7 / 8.0
2S+1: 2
HOMO (spin up / spin down) in eV: -3.2 / -7.6

So, what does the Löwdin scheme give us? The charges, in e, come out as: atom 1 (C): -0.104, atom 2 (N): -0.129, atom 3 (C): -0.366, atom 4 (N): 0.032, atom 5 (H): 0.039, atom 6 (H): 0.037, atom 7 (H): 0.089, atom 8 (H): 0.117, atom 9 (H): 0.118, atom 10 (H): 0.022, atom 11 (H): 0.046, atom 12 (H): 0.089, atom 13 (H): 0.110, atom 14 (O): -0.103, atom 15 (H): 0.076, atom 16 (H): 0.058, atom 17 (O): -0.119, atom 18 (H): -0.003, atom 19 (H): 0.045, atom 20 (O): -0.070, atom 21 (H): 0.000, atom 22 (H): 0.095, atom 23 (O): -0.078


DFT total energy values (in eV) by entry order: -27423.15271; -10235.06338; -26442.49507; -13483.74978.
Energy above the lowest of the compared OMol25 structures with the same formula, charge and spin values (in kcal per mole) by entry order: 0.0; 73.3; 0.2; 35.9.